DFT (ωB97M-V/def2-TZVPD) results for C54H62BaN14O3S2Se2 as an isolated structure.

Summary:
Frontier orbital gap, eV: 5.1
Energy relative to the best compared isomer or geometry (same formula, charge and spin), eV: 0.664

The geometry in XYZ format:
```
138
C54H62BaN14O3S2Se2 | the Open Molecules 2025 dataset | ωB97M-V/def2-TZVPD
Ba -1.506 -0.456 0.086
C -3.524 -1.511 -2.632
C -2.225 -1.225 -3.383
N -1.019 -1.323 -2.544
C -0.406 -2.651 -2.506
C -1.129 -3.613 -1.584
C -1.170 -4.976 -1.837
C -1.807 -5.799 -0.921
C -2.396 -5.243 0.204
C -2.317 -3.870 0.384
C -2.955 -3.144 1.552
N -3.532 -1.888 1.080
C -4.704 -2.053 0.216
C -4.877 -0.828 -0.677
N -3.689 -0.587 -1.510
N -1.690 -3.086 -0.497
H -3.505 -2.532 -2.250
H -4.356 -1.448 -3.347
H -2.279 -0.204 -3.763
H -2.162 -1.894 -4.251
H -0.335 -0.656 -2.887
H 0.611 -2.547 -2.113
H -0.338 -3.103 -3.505
H -0.713 -5.380 -2.730
H -1.861 -6.866 -1.094
H -2.915 -5.857 0.927
H -2.172 -2.901 2.280
H -3.677 -3.798 2.055
H -3.755 -1.294 1.883
H -5.628 -2.205 0.785
H -4.560 -2.944 -0.400
H -5.006 0.056 -0.047
H -5.785 -0.950 -1.285
H -3.760 0.367 -1.866
S 2.374 -0.668 0.773
C 3.288 -2.040 0.845
N 4.618 -2.069 0.675
C 5.345 -3.328 0.792
C 4.801 -4.080 1.976
N 3.376 -4.304 1.751
C 2.861 -5.610 2.149
C 3.320 -6.693 1.207
C 4.119 -7.735 1.660
C 4.562 -8.720 0.786
C 4.214 -8.663 -0.554
C 3.416 -7.622 -1.016
C 2.969 -6.644 -0.142
C 2.622 -3.384 1.142
S 1.032 -3.602 0.747
C 5.426 -0.859 0.525
C 6.133 -0.521 1.815
C 7.504 -0.705 1.944
C 8.144 -0.429 3.146
C 7.412 0.029 4.230
C 6.040 0.216 4.108
C 5.403 -0.055 2.908
H 6.402 -3.109 0.928
H 5.222 -3.927 -0.116
H 4.961 -3.510 2.896
H 5.289 -5.049 2.070
H 1.776 -5.541 2.177
H 3.226 -5.815 3.158
H 4.394 -7.782 2.708
H 5.181 -9.528 1.152
H 4.561 -9.425 -1.239
H 3.139 -7.574 -2.061
H 2.336 -5.837 -0.496
H 4.761 -0.056 0.216
H 6.155 -1.038 -0.268
H 8.081 -1.057 1.096
H 9.213 -0.570 3.233
H 7.908 0.246 5.167
H 5.465 0.581 4.949
H 4.334 0.097 2.810
O -4.228 1.575 4.883
C -4.174 2.247 3.636
C -2.822 2.902 3.350
C -2.639 4.049 4.362
O -1.359 4.680 4.288
C -2.855 3.560 1.965
Se -3.151 2.471 0.340
C -1.641 1.933 3.573
Se -1.877 -0.002 3.237
H -3.661 0.792 4.782
H -4.944 3.024 3.660
H -4.406 1.568 2.812
H -2.823 3.665 5.369
H -3.365 4.839 4.159
H -0.706 4.039 4.589
H -1.934 4.130 1.834
H -3.673 4.285 1.960
H -1.357 1.967 4.627
H -0.774 2.258 2.999
C 1.629 4.906 0.979
N 1.439 3.662 0.257
C 0.466 2.760 0.414
N 0.706 1.692 -0.318
C 1.867 2.017 -0.948
N 2.367 3.183 -0.607
C 0.637 5.990 0.633
C 0.846 7.268 1.146
C -0.079 8.278 0.926
C -1.214 8.034 0.164
C -1.396 6.771 -0.380
C -0.484 5.750 -0.134
C -2.541 6.457 -1.225
N -3.706 7.006 -1.311
N -4.414 6.255 -2.243
C -3.625 5.306 -2.616
O -2.415 5.387 -2.030
C -3.831 4.176 -3.518
C -5.084 3.598 -3.665
C -5.212 2.439 -4.410
C -4.095 1.847 -4.982
C -2.839 2.431 -4.851
C -1.649 1.779 -5.502
N -0.485 1.641 -4.631
C -0.360 1.707 -3.294
N 0.848 1.303 -2.935
C 1.432 1.009 -4.124
N 0.667 1.200 -5.176
C -2.719 3.611 -4.133
H 2.643 5.244 0.772
H 1.563 4.684 2.047
H -0.394 2.902 1.050
H 2.367 1.365 -1.644
H 1.733 7.469 1.736
H 0.093 9.264 1.337
H -1.947 8.806 -0.027
H -0.661 4.779 -0.581
H -5.936 4.042 -3.168
H -6.182 1.971 -4.516
H -4.199 0.918 -5.532
H -1.321 2.333 -6.382
H -1.927 0.778 -5.837
H -1.135 2.051 -2.617
H 2.448 0.662 -4.213
H -1.750 4.076 -4.002
```

***

DFT (ωB97M-V/def2-TZVPD) results for C54H62IrN5O2SSiTe2 as an isolated structure.

Summary:
Net charge: -1
Spin multiplicity: 2
Frontier orbital gap (spin up / spin down), eV: 4.8 / 4.8
Energy relative to the best compared isomer or geometry (same formula, charge and spin), eV: 0.463
⟨S²⟩: 0.783

The geometry in XYZ format:
```
128
C54H62IrN5O2SSiTe2 | the Open Molecules 2025 dataset | ωB97M-V/def2-TZVPD
Ir -0.286 0.023 0.095
C -0.654 5.769 4.966
C -0.904 4.591 4.052
C -2.093 3.887 4.074
C -2.350 2.812 3.219
C -3.730 2.193 3.367
O -4.707 2.914 3.744
C -3.757 0.711 3.752
C -4.842 -0.115 3.466
C -4.901 -1.401 3.978
C -3.882 -1.880 4.798
C -2.815 -1.054 5.113
C -2.757 0.238 4.596
C -1.376 2.391 2.265
O -1.657 1.424 1.415
C -0.173 3.147 2.234
C 0.045 4.196 3.118
C 0.870 2.880 1.203
N 0.688 2.971 -0.042
C -0.500 3.555 -0.627
C -0.655 3.152 -2.107
Te 1.184 3.059 -3.223
C 1.025 0.970 -3.661
C -0.384 0.367 -4.028
C -0.479 -0.463 -5.270
C 0.288 -1.604 -5.422
C 1.385 -1.908 -4.630
C 2.022 -0.880 -3.750
C 2.264 2.525 1.647
C 2.561 2.181 2.965
C 3.861 1.861 3.339
C 4.882 1.889 2.399
C 4.596 2.248 1.085
C 3.299 2.568 0.713
H -1.452 5.869 5.703
H -0.607 6.701 4.397
H 0.293 5.665 5.501
H -2.880 4.164 4.768
H -5.637 0.260 2.836
H -5.748 -2.035 3.742
H -3.919 -2.894 5.180
H -2.023 -1.410 5.762
H -1.930 0.889 4.853
H 0.982 4.745 3.045
H -0.389 4.640 -0.535
H -1.422 3.282 -0.106
H -1.337 3.827 -2.618
H -1.068 2.143 -2.156
H -1.192 1.091 -3.953
H -1.255 -0.229 -5.991
H 0.014 -2.306 -6.204
H 1.865 -2.876 -4.715
H 2.974 -1.221 -3.341
H 1.770 2.163 3.704
H 4.073 1.586 4.366
H 5.895 1.634 2.688
H 5.391 2.282 0.348
H 3.064 2.861 -0.303
S 1.709 -0.089 -1.007
C 1.077 -0.205 -2.642
N 2.150 0.443 -4.486
N 3.342 1.130 -4.208
C 4.268 1.260 -5.249
C 5.623 1.416 -4.949
C 6.543 1.650 -5.963
C 6.132 1.722 -7.287
C 4.783 1.547 -7.583
C 3.853 1.317 -6.581
N -0.304 -0.550 -2.808
N -1.127 -0.233 -1.653
C -2.463 -0.231 -1.916
C -2.969 -0.802 -3.106
C -4.330 -0.782 -3.382
C -5.241 -0.214 -2.507
C -4.762 0.319 -1.312
C -3.405 0.315 -1.013
H 3.743 0.964 -3.294
H 5.947 1.362 -3.914
H 7.591 1.768 -5.713
H 6.849 1.914 -8.077
H 4.449 1.598 -8.614
H 2.803 1.185 -6.802
H -2.282 -1.279 -3.790
H -4.683 -1.238 -4.304
H -6.298 -0.188 -2.742
H -5.457 0.753 -0.602
H -3.035 0.743 -0.080
Te -4.549 2.542 1.228
C 2.271 -1.705 2.455
C 0.734 -1.748 2.496
C 0.313 -2.611 3.691
C 0.271 -0.304 2.731
Si -0.016 -2.209 0.804
C 1.048 -3.600 -0.056
C 1.142 -4.817 0.880
C 0.391 -4.018 -1.384
C 2.504 -3.241 -0.428
C -1.852 -2.875 0.949
C -2.077 -4.167 1.761
C -2.493 -3.102 -0.437
C -2.653 -1.766 1.667
H 2.637 -1.186 3.353
H 2.645 -1.151 1.586
H 2.711 -2.705 2.450
H 0.812 -2.239 4.599
H 0.588 -3.662 3.566
H -0.765 -2.557 3.869
H 0.719 0.107 3.646
H -0.809 -0.204 2.807
H 0.626 0.365 1.893
H 0.170 -5.211 1.170
H 1.694 -4.581 1.797
H 1.686 -5.620 0.363
H -0.528 -4.580 -1.230
H 1.086 -4.668 -1.938
H 0.160 -3.154 -2.022
H 3.100 -2.891 0.413
H 2.541 -2.475 -1.194
H 2.987 -4.148 -0.824
H -1.720 -5.050 1.229
H -3.159 -4.302 1.914
H -1.607 -4.151 2.747
H -2.349 -4.126 -0.780
H -2.100 -2.439 -1.201
H -3.576 -2.930 -0.373
H -2.319 -1.613 2.699
H -3.714 -2.044 1.708
H -2.590 -0.804 1.162
```

***

DFT (ωB97M-V/def2-TZVPD) results for a 9-piece molecular cluster, C54H65N9O14 overall.

Summary:
SMILES: O=[N+]([O-])c1ccccc1.O=[N+]([O-])c1ccccc1.O=[N+]([O-])c1ccccc1.O=[N+]([O-])c1ccccc1.O=[N+]([O-])c1ccccc1.O=[N+]([O-])c1ccccc1.O=[N+]([O-])c1ccccc1.CCN(CC)CC.CCN(CC)CC
Frontier orbital gap, eV: 7.1

The geometry in XYZ format:
```
142
C54H65N9O14 | the Open Molecules 2025 dataset | ωB97M-V/def2-TZVPD
C -21.091 -9.012 -8.318
C -19.977 -9.281 -9.106
C -18.731 -9.050 -8.592
C -18.643 -8.615 -7.332
C -19.700 -8.365 -6.462
C -21.014 -8.588 -6.959
N -17.287 -8.280 -6.880
O -16.370 -8.597 -7.573
O -17.173 -7.815 -5.743
H -22.035 -9.163 -8.834
H -20.095 -9.582 -10.125
H -17.843 -9.237 -9.201
H -19.473 -7.984 -5.487
H -21.955 -8.389 -6.449
C -17.836 -10.306 0.823
C -19.139 -10.764 0.838
C -20.055 -10.610 -0.232
C -19.630 -9.827 -1.280
C -18.350 -9.311 -1.297
C -17.480 -9.557 -0.267
N -20.539 -9.655 -2.433
O -21.522 -10.377 -2.476
O -20.283 -8.807 -3.270
H -17.051 -10.563 1.535
H -19.504 -11.290 1.763
H -21.022 -11.142 -0.091
H -18.112 -8.693 -2.153
H -16.499 -9.124 -0.296
C -24.160 -16.862 -3.421
C -24.104 -15.774 -2.607
C -24.280 -15.923 -1.208
C -24.403 -17.226 -0.718
C -24.558 -18.324 -1.555
C -24.445 -18.139 -2.918
N -24.559 -17.376 0.704
O -24.429 -18.482 1.168
O -24.848 -16.420 1.356
H -23.927 -16.839 -4.507
H -23.810 -14.824 -3.043
H -24.226 -15.044 -0.588
H -24.665 -19.273 -1.063
H -24.380 -19.036 -3.520
C -16.236 -11.161 -4.250
C -17.595 -11.141 -4.518
C -18.442 -11.839 -3.676
C -17.945 -12.505 -2.636
C -16.635 -12.544 -2.281
C -15.761 -11.918 -3.179
N -18.909 -13.254 -1.727
O -20.095 -13.340 -2.001
O -18.475 -13.658 -0.650
H -15.558 -10.737 -4.959
H -17.977 -10.687 -5.422
H -19.545 -11.862 -3.875
H -16.378 -13.064 -1.310
H -14.683 -11.981 -3.011
C -18.096 -13.671 -9.233
C -17.636 -12.827 -8.247
C -17.080 -13.346 -7.113
C -16.913 -14.736 -7.028
C -17.331 -15.568 -8.054
C -17.903 -15.041 -9.165
N -16.316 -15.351 -5.840
O -16.136 -16.557 -5.841
O -16.154 -14.646 -4.919
H -18.558 -13.248 -10.096
H -17.952 -11.792 -8.465
H -16.748 -12.733 -6.273
H -17.296 -16.675 -8.014
H -18.164 -15.758 -9.935
C -23.949 -7.652 -10.721
C -23.373 -8.778 -11.244
C -22.209 -8.710 -12.080
C -21.738 -7.425 -12.349
C -22.293 -6.272 -11.808
C -23.398 -6.412 -11.013
N -20.493 -7.225 -13.152
O -20.038 -6.106 -13.229
O -19.926 -8.197 -13.656
H -24.838 -7.794 -10.131
H -23.704 -9.735 -10.999
H -21.718 -9.639 -12.374
H -21.876 -5.276 -12.038
H -23.747 -5.509 -10.463
C -22.156 -12.946 -5.354
C -23.074 -12.083 -6.027
C -23.063 -12.039 -7.365
C -22.065 -12.736 -8.109
C -21.185 -13.662 -7.459
C -21.332 -13.818 -6.049
N -21.938 -12.490 -9.533
O -21.144 -13.235 -10.126
O -22.598 -11.626 -10.065
H -22.211 -12.954 -4.260
H -23.630 -11.434 -5.310
H -23.633 -11.344 -7.874
H -20.462 -14.138 -8.093
H -20.669 -14.413 -5.492
C -18.783 -15.787 -3.719
C -19.735 -16.505 -2.725
N -19.420 -17.889 -2.407
C -20.653 -18.624 -2.246
C -21.159 -19.240 -3.539
C -18.439 -18.066 -1.327
C -17.824 -19.523 -1.418
H -19.241 -14.873 -4.087
H -18.666 -16.451 -4.583
H -17.819 -15.452 -3.264
H -19.708 -16.008 -1.765
H -20.744 -16.438 -3.150
H -21.501 -18.088 -1.757
H -20.475 -19.437 -1.522
H -22.030 -19.831 -3.359
H -20.365 -19.822 -3.979
H -21.367 -18.518 -4.262
H -17.617 -17.394 -1.524
H -18.859 -17.717 -0.352
H -17.280 -19.712 -2.326
H -17.182 -19.651 -0.565
H -18.521 -20.401 -1.375
C -23.766 -16.066 -10.045
C -23.299 -16.919 -8.867
N -21.867 -16.813 -8.629
C -21.024 -17.067 -9.812
C -21.309 -18.285 -10.700
C -21.520 -17.462 -7.346
C -20.106 -17.099 -6.882
H -23.192 -16.388 -10.905
H -23.453 -15.056 -9.857
H -24.821 -16.156 -10.283
H -23.802 -16.554 -7.991
H -23.525 -17.971 -8.870
H -20.966 -16.106 -10.417
H -19.984 -17.265 -9.502
H -22.307 -18.196 -11.114
H -20.519 -18.372 -11.521
H -21.214 -19.226 -10.084
H -21.710 -18.509 -7.375
H -22.365 -17.051 -6.680
H -20.053 -17.209 -5.816
H -19.979 -16.041 -7.092
H -19.316 -17.717 -7.281
```